Record 1
A cluster of 2 separate species, C4H6O2 in total at a distorted geometry. Source: OMol25; level of theory: wB97M-V/def2-TZVPD.

LUMO level	0.28	eV
M	86.1	g/mol
highest occupied orbital energy	-8.25	eV
calculated total energy	-8332.4019	eV
gap between HOMO and LUMO	8.529	eV

Atoms and positions in Å:
1 H -1.264175 2.293622 0.273016
2 H 1.707365 0.711653 1.892504
3 C -0.127151 -0.291340 -0.770257
4 O -0.459383 2.131411 0.788979
5 C 1.226803 -0.353911 -0.108931
6 C 1.275112 0.214600 1.049734
7 H -0.615422 -2.325060 -0.330913
8 H 1.985837 -0.982655 -0.572027
9 H -0.208870 0.573311 -1.420908
10 C -0.921793 -1.393317 -0.789627
11 H -1.968113 -1.289182 -1.051956
12 O -0.630210 0.710870 1.040386

Atomic forces in eV per Å
0.1562 0.1059 0.0781
0.1567 -0.2527 0.1162
0.3997 -2.8100 -1.1395
-0.5273 -0.1128 0.1068
-0.2805 -1.0765 -0.6243
-4.1850 1.2575 -0.2033
-0.0220 0.1555 0.2365
0.3372 0.4773 0.1611
-0.7130 0.1903 0.4571
0.6120 1.4699 -0.0377
0.1586 -0.1893 -0.5576
3.9073 0.7849 1.4065


Record 2
A cluster of 2 separate species, C2H3Cl2P in total at a distorted geometry. Source: OMol25; level of theory: wB97M-V/def2-TZVPD.

LUMO level (alpha / beta)	-2.41 / -2.65	eV
M	128.9	g/mol
highest occupied orbital energy (alpha / beta)	-9.63 / -9.22	eV
calculated total energy	-36453.6611	eV
gap between HOMO and LUMO (alpha / beta)	7.221 / 6.568	eV

Atoms and positions in Å:
1 H -0.461659 -1.140563 0.355068
2 C -0.454908 -0.149318 0.078242
3 Cl -3.385494 -0.432828 0.901593
4 P -1.939053 0.941580 0.336860
5 C 0.870536 0.322435 -0.149716
6 Cl 2.634598 -0.645602 -1.502339
7 H 1.600122 -0.173350 0.560300
8 H 1.135857 1.277645 -0.580008

Atomic forces in eV per Å
-0.6616 -2.2225 0.6269
-2.0343 3.7905 -0.4103
0.6641 0.4398 -0.1536
2.7367 -2.5977 -0.7481
1.7644 -0.9313 0.7987
-1.4538 0.3427 0.4093
-0.8543 1.1121 -0.8303
-0.1612 0.0664 0.3074


Record 3
A structure of composition C44H52N2O5PS4Zr at a distorted geometry. Source: OMol25; level of theory: wB97M-V/def2-TZVPD.

LUMO level	-5.50	eV
M	939.4	g/mol
highest occupied orbital energy	-9.27	eV
total charge	+1
calculated total energy	-113594.7242	eV
gap between HOMO and LUMO	3.768	eV

Atoms and positions in Å:
1 C -2.765499 3.029869 2.497366
2 C 3.526926 -2.151483 -0.306090
3 S -1.074050 -2.849327 0.034650
4 C 1.652108 0.269549 4.955632
5 C 4.833662 -1.867061 -0.200074
6 H 3.475810 2.126831 -2.746043
7 O -0.273386 0.144092 0.985710
8 C 3.912341 -2.129969 -5.362651
9 Zr 0.489157 -0.907301 -0.670651
10 H -4.285124 0.695195 2.408841
11 H -3.396291 0.311029 6.103409
12 C 1.876578 1.702850 -4.080605
13 H -3.620727 2.503171 2.912635
14 H 1.927272 -3.902976 -7.424283
15 C 5.260512 -1.886510 -2.632075
16 H -5.377192 0.239569 4.569129
17 C 0.174015 2.536078 4.295348
18 C 1.577755 0.554739 3.460480
19 H 0.913654 2.253420 2.314159
20 C 2.959357 -2.256915 -1.693528
21 H 0.710654 -0.170019 5.290816
22 H -3.821217 3.984311 0.894754
23 H 1.418556 -0.370246 2.906731
24 C -2.052306 5.160882 1.342620
25 H -2.789415 -4.962208 -0.753299
26 C -3.237283 4.286202 1.769202
27 H -3.917228 4.852092 2.406956
28 H -2.347350 5.784427 0.496801
29 H -0.409419 2.396738 0.033856
30 H 5.249650 -1.623250 0.768334
31 H 2.409562 -0.494939 5.133171
32 C -0.831490 4.308719 0.966248
33 C 1.703058 1.456599 -1.671645
34 C -4.257599 -0.322127 2.805321
35 C 2.213853 1.509171 -0.412990
36 H -0.578092 2.102797 4.959078
37 C 0.948299 -2.844888 -3.012865
38 C -4.570719 -3.051702 -2.914301
39 H -3.199112 1.413412 4.765270
40 H -2.144212 3.321812 3.346114
41 H -0.238699 3.476875 3.932564
42 H -2.734021 1.483153 0.995973
43 C 2.229308 -3.429797 -6.498471
44 H -1.716181 -0.371781 -3.869820
45 S -2.041431 -0.233877 -1.499722
46 H 4.084939 -3.613343 -2.935100
47 H 0.023182 1.263412 -5.181691
48 H 6.684728 -1.329714 -1.213031
49 C -2.416640 -2.886246 -1.109258
50 H -2.250792 1.245659 -3.384329
51 H 3.042051 1.617997 5.934393
52 P -0.885669 0.851159 2.211328
53 C 1.966684 1.534101 5.769309
54 C 2.456465 1.784377 -2.865838
55 C -2.955184 -1.012640 2.413025
56 H -3.030934 -2.076249 2.658002
57 C -4.455486 -0.287953 4.317506
58 C 3.113615 -2.122219 -4.148879
59 H 2.210666 3.181020 4.376411
60 H -0.922181 -1.246089 3.021619
61 C -3.920041 -1.845771 -2.718457
62 C -3.104342 -4.086720 -1.305907
63 O 5.335972 -2.144742 -7.648944
64 H -4.572783 -1.312850 4.685370
65 C 1.411555 -3.465036 -5.381856
66 C -2.003151 2.113068 1.517768
67 H 1.511726 1.450567 6.758418
68 C -1.964801 -0.354661 4.655865
69 H -5.399862 -3.114954 -3.605306
70 H 3.258923 1.739672 -0.266060
71 H -0.221413 4.817929 0.219138
72 N 0.422461 0.927834 -1.853629
73 C 0.499100 1.612852 3.103970
74 S 2.307873 -1.977069 0.936193
75 H -1.939497 3.086317 -0.404987
76 C 1.820320 -2.825077 -4.228602
77 H 1.599854 1.375952 0.463177
78 C -0.150235 0.902654 -3.097133
79 H -4.667698 -5.114995 -2.333163
80 O 3.830528 -3.311064 -8.667977
81 N 4.288073 -2.743566 -7.703004
82 H 2.434736 1.986065 -4.965028
83 O 2.201685 -1.176007 -1.906663
84 H 2.859446 -1.062092 -3.892347
85 H -2.804695 -0.981274 1.333715
86 H -5.086994 -0.847785 2.327477
87 C -1.258076 2.944115 0.438580
88 C 1.458252 2.803250 5.075631
89 H 4.864180 -1.616369 -5.383728
90 H -0.181645 4.174967 1.835475
91 C -1.704085 -0.483483 3.146632
92 H -1.788716 5.845942 2.151141
93 H 2.546398 0.922403 3.113738
94 S 1.693361 -3.806134 -1.749428
95 C 5.674451 -1.682724 -1.377154
96 H 5.942516 -1.745906 -3.459441
97 H 0.456940 -3.971034 -5.424551
98 H 1.296068 3.596362 5.806245
99 H -1.121261 0.106539 5.165752
100 C -1.583773 0.420464 -3.135371
101 H -4.247878 -0.957233 -3.243901
102 C -4.159662 -4.169349 -2.197966
103 O -0.064666 -2.187140 -2.931487
104 C 3.931247 -2.535021 -2.848485
105 C -3.263390 0.353429 5.020644
106 C -2.847964 -1.772927 -1.837705
107 C 0.514186 1.271042 -4.218938
108 H -2.017418 -1.379777 5.037251
109 C 3.464711 -2.761142 -6.470490

Atomic forces in eV per Å
0.0316 -0.0161 0.0536
0.0021 0.0096 -0.0173
0.1847 0.0578 -0.1223
0.0223 -0.0340 0.0248
0.0076 -0.0008 0.0086
0.0135 -0.0084 -0.0085
0.3178 -0.1802 -0.0516
-0.0152 -0.0467 -0.0462
-0.4100 0.7031 1.1570
0.0096 0.0143 -0.0026
-0.0066 -0.0038 -0.0016
-0.0295 -0.0144 0.0051
-0.0186 -0.0202 0.0412
-0.0035 -0.0034 -0.0035
-0.0043 -0.0042 0.0474
0.0048 0.0111 -0.0081
-0.0027 0.0114 -0.0183
0.0034 -0.0252 -0.0377
0.0065 -0.0069 0.0174
-0.1196 0.0100 -0.0164
0.0945 0.0164 -0.0102
0.0055 -0.0009 -0.0060
0.0034 0.0088 0.0086
-0.0056 0.0199 0.0032
0.0093 -0.0012 0.0097
-0.0312 -0.0026 -0.0031
0.0073 -0.0007 0.0045
-0.0038 -0.0037 -0.0048
0.0309 -0.0085 -0.0014
-0.0136 -0.0041 0.0133
0.0069 0.0062 0.0045
0.0267 -0.0075 0.0008
-0.0188 -0.0206 -0.1029
-0.0157 0.0150 -0.0209
-0.0608 -0.0510 -0.0100
-0.0078 -0.0275 0.0091
-0.0855 0.1627 -0.3710
0.0055 0.0057 0.0058
-0.0015 0.0735 -0.0605
-0.0207 -0.0049 -0.0367
0.0247 0.0021 0.0004
-0.0211 0.0057 -0.0066
-0.0486 -0.0304 -0.0033
0.0066 -0.0076 0.0164
0.1287 -0.0339 0.0039
0.0225 0.0182 0.0065
-0.0052 -0.0014 -0.0070
0.0053 0.0030 0.0008
-0.0187 0.0135 -0.0025
-0.0003 -0.0132 0.0018
0.0057 0.0006 -0.0142
-0.0828 0.1024 -0.0249
0.0025 -0.0026 0.0146
0.0229 0.0070 0.0329
0.0361 -0.0462 0.0135
-0.0056 0.0033 0.0032
-0.0104 -0.0133 0.0086
0.0036 0.1053 0.0363
0.0046 -0.0085 -0.0018
-0.0097 0.0237 -0.0221
-0.0055 -0.0015 -0.0036
-0.0101 -0.0107 -0.0080
0.0425 -0.0479 0.0199
0.0043 -0.0028 0.0015
0.0584 0.0015 -0.0374
-0.0258 -0.0228 -0.0326
0.0005 -0.0034 0.0050
0.0063 0.0129 0.0207
-0.0054 -0.0002 -0.0041
0.0129 -0.0115 0.0109
-0.0075 0.0008 -0.0022
0.0260 -0.2067 -0.1394
0.0004 0.0398 -0.0051
-0.1358 -0.0989 -0.0897
-0.0120 0.0030 0.0006
-0.0090 -0.0621 0.1098
-0.0252 0.0495 -0.0168
-0.0608 0.0259 -0.0226
-0.0078 -0.0070 -0.0044
0.0138 -0.0644 0.0027
-0.0698 0.1555 -0.0458
0.0004 0.0040 -0.0096
0.0184 -0.1340 -0.1506
0.0068 -0.0143 0.0059
0.0024 0.0096 -0.0482
0.0063 -0.0149 0.0123
0.0028 -0.0156 0.0030
0.0020 0.0243 0.0072
0.0010 0.0028 0.0042
-0.0035 -0.0043 0.0231
-0.0310 -0.0506 0.0255
0.0040 -0.0029 0.0025
0.0049 0.0099 0.0130
0.0878 -0.0927 -0.0366
0.0139 0.0044 -0.0160
-0.0036 -0.0065 -0.0210
-0.0080 0.0018 0.0142
-0.0054 -0.0043 0.0035
-0.0871 0.0073 -0.0365
-0.0195 0.0238 -0.0437
-0.0035 0.0058 -0.0058
0.0083 0.0004 0.0078
0.1471 -0.2274 -0.1165
-0.0021 -0.0415 -0.0024
0.0027 -0.0145 -0.0054
0.0149 0.0027 0.0217
0.0289 0.0464 0.0259
-0.0059 -0.0058 -0.0022
0.0475 -0.0190 0.0562


Record 4
An isolated molecule of C7H14 at a distorted geometry. Source: OMol25; level of theory: wB97M-V/def2-TZVPD.

SMILES	C/C=C(\C)CCC
LUMO level	1.10	eV
M	98.2	g/mol
highest occupied orbital energy	-8.51	eV
calculated total energy	-7482.8454	eV
gap between HOMO and LUMO	9.607	eV

Atoms and positions in Å:
1 H 2.578779 -0.607384 0.737250
2 H 3.384407 1.016161 0.522309
3 C 0.255270 1.369032 -0.325136
4 H -3.070332 -1.781484 -0.935484
5 H -1.400002 -0.785882 1.541119
6 H 0.393894 -1.177335 1.268281
7 H -0.054033 2.287709 -0.828474
8 C -2.298017 -1.622629 -0.319411
9 H 1.599574 -0.378312 -1.228232
10 C -0.347846 -0.398878 1.297882
11 C 2.477711 0.487132 0.619637
12 H 0.234261 1.868393 0.713810
13 C 1.650155 0.674926 -0.712050
14 C -1.466232 -0.455910 -0.945602
15 H -2.742570 -1.344703 0.727058
16 H -0.199416 0.267943 2.287975
17 H 2.243946 1.437815 -1.343481
18 H -1.524443 -0.334003 -1.995144
19 C -0.573504 0.121841 -0.097725
20 H 2.124385 0.962462 1.524002
21 H -1.753669 -2.484464 -0.096564

Atomic forces in eV per Å
0.5432 0.7262 0.5235
1.6644 -0.1148 -0.4236
0.8095 -0.7499 1.2814
-2.9599 -1.1417 -2.2452
1.9853 -0.2355 0.1689
0.0896 -0.5394 0.3784
-0.3431 -0.9461 -1.4567
1.2409 3.2936 2.5194
-0.3860 2.4253 0.6927
-3.0337 0.3111 2.3919
-0.6289 -0.9920 -1.0367
0.9720 -0.9807 -1.1954
0.9665 1.9124 0.4590
0.8206 -1.5450 3.7753
0.5092 -0.2044 -2.0467
0.2594 -0.7829 -2.8806
-0.8855 -1.5097 0.5571
-0.1845 0.7484 -0.7407
-1.4142 2.1389 -0.7305
-0.9989 -0.2583 0.0766
0.9741 -1.5553 -0.0682


Record 5
A cluster of 2 separate species, C4H3Cl5O in total at a distorted geometry. Source: OMol25; level of theory: wB97M-V/def2-TZVPD.

SMILES	ClC=C(Cl)Cl.OC=C(Cl)Cl
LUMO level	0.29	eV
M	244.3	g/mol
highest occupied orbital energy	-9.10	eV
calculated total energy	-68853.9936	eV
gap between HOMO and LUMO	9.385	eV

Atoms and positions in Å:
1 O -1.222866 -1.464161 1.001783
2 Cl -2.021837 1.431299 0.843869
3 Cl 0.491806 2.009923 -1.290494
4 C 0.432163 -0.682940 -1.708689
5 H 0.582594 -0.915018 1.775293
6 Cl -0.942359 -0.200003 -2.726037
7 C -0.480729 0.786398 1.423472
8 H -1.759135 -1.119234 0.290355
9 Cl 2.414639 0.165206 -0.102772
10 Cl 0.805120 1.684324 2.128903
11 C -0.337817 -0.517592 1.486948
12 C 1.026180 0.354665 -1.062390
13 H 1.012240 -1.532867 -2.060243

Atomic forces in eV per Å
1.2654 0.2946 0.8807
1.1236 0.1305 0.4892
0.4843 -0.7534 0.3840
0.4566 2.4715 -0.9770
1.0850 -0.7705 0.7879
0.5069 -1.0112 0.4255
-1.0509 0.2010 0.5025
-0.3753 0.5098 -0.2310
0.5070 -0.2941 -0.3204
-0.6432 0.9803 0.0959
-1.9979 -1.2056 -1.6333
-0.8105 -0.2758 -1.1152
-0.5511 -0.2771 0.7112


- Among the records above, which one has the lowest M?
  C4H6O2